Record 1
Below is C14H30B5F20Li2O4 as an isolated structure in a non-equilibrium geometry, with properties calculated with the ωB97M-V functional and the def2-TZVPD basis.

Last column: Löwdin charge in e.
Atoms and positions in Å:
Li 4.22 1.46 -0.88  0.77
Li -0.70 -0.64 -0.82  0.68
B -0.63 -3.43 -2.31  -1.34
F -1.36 -4.50 -1.92  0.14
F -1.13 -2.26 -1.80  0.11
F 0.70 -3.49 -1.82  0.10
F -0.48 -3.41 -3.73  0.07
B 4.37 2.87 -2.86  -1.42
F 3.32 2.84 -1.93  0.07
F 4.09 1.88 -3.80  0.13
F 4.51 4.12 -3.38  0.14
F 5.46 2.43 -2.22  0.16
B 1.29 0.37 -4.31  -1.38
F 2.44 -0.36 -4.53  0.13
F 0.65 0.78 -5.49  0.07
F 0.48 -0.46 -3.57  0.14
F 1.67 1.46 -3.56  0.13
B 5.36 -0.86 -1.59  -1.57
F 5.05 -1.95 -0.86  0.18
F 5.70 0.21 -0.86  0.13
F 6.29 -1.21 -2.49  0.16
F 4.29 -0.50 -2.31  0.19
B 1.57 -0.13 0.13  -1.42
F 1.61 -0.82 1.28  0.19
F 0.42 0.62 0.10  0.13
F 2.73 0.58 -0.17  0.11
F 1.42 -0.99 -0.90  0.20
C 0.43 2.32 5.24  -0.19
C 1.15 2.61 3.93  -0.18
C 0.24 1.99 2.95  -0.18
O -1.09 2.09 3.51  -0.15
C -1.07 2.40 4.90  -0.20
H 0.45 3.01 6.08  0.10
H 0.72 1.32 5.56  0.11
H 2.18 2.25 3.88  0.12
H 1.23 3.69 3.83  0.11
H 0.54 0.96 2.75  0.13
H 0.28 2.69 2.12  0.14
H -1.61 1.63 5.44  0.11
H -1.38 3.42 5.10  0.11
C -4.46 -1.39 0.97  -0.17
C -4.03 0.04 1.07  -0.21
C -2.57 0.17 1.23  -0.19
O -2.11 -1.01 0.56  -0.19
C -3.14 -2.11 0.59  -0.09
H -5.33 -1.59 0.34  0.11
H -4.72 -1.61 2.00  0.10
H -4.54 0.63 1.84  0.11
H -4.37 0.60 0.19  0.10
H -2.20 0.24 2.26  0.11
H -2.26 1.13 0.83  0.12
H -2.90 -2.82 1.38  0.13
H -3.46 -2.41 -0.41  0.12
C -3.93 1.37 -2.95  -0.22
C -2.96 2.41 -2.51  -0.16
C -1.58 1.65 -2.52  -0.14
O -1.99 0.34 -2.15  -0.21
C -3.35 0.05 -2.61  -0.15
H -4.14 1.49 -4.01  0.11
H -4.87 1.56 -2.44  0.10
H -3.12 2.65 -1.46  0.10
H -3.06 3.33 -3.07  0.10
H -0.81 2.11 -1.91  0.13
H -1.18 1.47 -3.52  0.12
H -3.95 -0.43 -1.84  0.10
H -3.13 -0.52 -3.51  0.14
C 2.01 -3.39 3.43  -0.10
C 2.25 -4.10 2.08  -0.31
O 1.68 -3.40 0.99  -0.05
H 2.13 -4.02 4.32  0.04
H 1.01 -2.96 3.47  0.06
H 2.76 -2.61 3.57  0.06
H 1.73 -5.06 2.14  0.10
H 3.31 -4.31 1.94  0.10
H 1.88 -2.46 1.03  0.04

As for the multiplicity: 1. As for the net charge: -3.

---

Record 2
Below is an isolated ion of composition C14H30BO3 and charge -1 in a non-equilibrium geometry, with properties calculated with the ωB97M-V functional and the def2-TZVPD basis.

Last column: Löwdin charge in e.
Atoms and positions in Å:
C 0.52 3.48 1.28  -0.16
C -0.83 3.05 0.45  -0.24
C -0.98 1.43 0.50  -0.29
C -2.52 1.06 1.01  -0.11
B -0.50 0.61 -0.84  -0.69
C 0.61 1.38 -1.77  -0.17
C 1.73 0.22 -2.21  -0.22
C 2.87 0.20 -0.99  -0.21
C 3.01 -1.29 -0.32  -0.22
C 2.37 -1.38 1.23  -0.20
C 1.91 -2.91 1.58  -0.18
C 0.30 -3.19 1.57  -0.26
O -0.56 -2.01 1.71  -0.25
C -1.94 -2.58 1.75  -0.12
C -1.72 0.09 -1.81  -0.10
C -2.63 1.28 -2.48  -0.27
O -2.48 2.59 -2.34  -0.03
O -3.74 0.85 -3.39  -0.07
H 0.64 4.66 1.37  0.07
H 1.50 3.09 0.75  0.06
H 0.45 2.96 2.33  0.07
H -1.75 3.55 1.02  0.10
H -0.75 3.52 -0.62  0.10
H -0.27 1.06 1.39  0.11
H -3.22 1.91 0.61  0.07
H -2.86 -0.03 0.75  0.04
H -2.55 1.14 2.20  0.08
H 0.04 -0.38 -0.44  0.08
H 0.12 1.72 -2.80  0.10
H 1.22 2.22 -1.24  0.08
H 2.30 0.65 -3.15  0.09
H 1.25 -0.83 -2.40  0.10
H 3.95 0.50 -1.40  0.10
H 2.63 0.97 -0.13  0.10
H 2.44 -2.10 -0.95  0.09
H 4.15 -1.63 -0.23  0.10
H 3.31 -1.15 1.94  0.11
H 1.59 -0.55 1.45  0.10
H 2.39 -3.32 2.60  0.11
H 2.38 -3.61 0.73  0.11
H 0.07 -3.88 2.52  0.12
H 0.00 -3.87 0.63  0.13
H -1.94 -3.76 1.69  0.09
H -2.41 -2.16 2.75  0.11
H -2.54 -2.22 0.79  0.09
H -1.19 -0.48 -2.72  0.12
H -2.33 -0.74 -1.24  0.09
H -4.02 -0.10 -3.11  0.11

As for the multiplicity: 1. The relative energy (zero: lowest compared OMol25 entry of this formula, charge and spin) comes out at 89.1 kcal per mole. As for the net charge: -1.

---

Record 3
Below is a 7-piece molecular cluster, C14H30Cl12I2N2O overall in a non-equilibrium geometry, with properties calculated with the ωB97M-V functional and the def2-TZVPD basis.

Last column: Löwdin charge in e.
Atoms and positions in Å:
C 2.44 1.87 0.73  -0.13
C 2.77 2.10 -0.87  -0.28
N 1.55 2.29 -1.74  -0.06
C 0.71 1.04 -1.86  -0.34
N 1.45 -0.26 -1.64  0.03
C -0.65 1.03 -0.93  -0.29
O -1.45 -0.15 -1.40  -0.33
C -2.11 -0.82 -0.27  -0.62
I -3.00 -2.71 -1.03  0.68
C -1.62 2.34 -1.13  -0.59
I -2.27 2.63 -3.24  0.85
C -1.06 3.73 -0.45  -0.29
C -2.21 4.93 -0.39  -0.16
H 1.61 1.07 0.94  0.02
H 2.15 2.85 1.30  0.03
H 3.44 1.47 1.23  0.09
H 3.55 1.30 -1.30  0.02
H 3.37 3.14 -0.92  0.13
H 1.90 2.47 -2.72  0.12
H 0.32 1.01 -2.99  0.12
H 1.67 -0.45 -0.64  0.07
H 2.33 -0.30 -2.24  0.07
H -0.44 0.89 0.23  0.13
H -1.35 -1.16 0.55  0.01
H -3.04 -0.21 0.15  0.09
H -2.64 2.08 -0.55  0.10
H -0.18 4.18 -1.10  0.10
H -0.60 3.58 0.63  0.11
H -2.33 5.22 0.77  0.08
H -3.23 4.64 -0.88  0.06
H -1.78 5.89 -0.95  0.08
Cl 0.07 1.19 3.41  0.51
C 0.38 2.65 4.36  -1.00
Cl 1.97 3.33 3.99  0.53
H -0.39 3.40 4.13  0.03
H 0.34 2.40 5.43  0.03
Cl -4.20 -3.56 3.08  0.49
C -2.44 -3.48 3.10  -1.10
Cl -1.87 -1.82 2.95  0.52
H -2.08 -3.89 4.05  -0.01
H -2.04 -4.07 2.27  -0.08
Cl 6.90 2.00 -1.23  0.51
C 6.81 1.00 -2.68  -1.01
Cl 5.16 0.46 -2.98  0.54
H 7.16 1.58 -3.54  0.03
H 7.45 0.12 -2.54  0.03
Cl -1.91 1.25 -7.16  0.49
C -1.18 0.18 -5.96  -1.05
Cl 0.56 0.00 -6.24  0.49
H -1.33 0.61 -4.96  -0.09
H -1.65 -0.80 -6.01  0.03
Cl 0.57 -4.09 4.91  0.53
C 1.44 -4.17 3.37  -0.98
Cl 0.35 -4.57 2.05  0.56
H 1.91 -3.20 3.17  0.03
H 2.22 -4.94 3.44  0.03
Cl -5.11 -8.86 1.61  0.50
C -4.80 -7.40 2.56  -1.03
Cl -3.21 -6.72 2.18  0.51
H -5.56 -6.65 2.33  0.03
H -4.84 -7.65 3.62  0.03

As for the multiplicity: 1. As for the net charge: 0.

---

no.,highest occupied orbital energy (eV)
1,-1.458
2,-4.920
3,-8.731